1.
Computed, not measured: C6H18B3FN2O7S as an isolated structure in a non-equilibrium geometry, with wB97M-V/def2-TZVPD.

The gap between HOMO and LUMO comes out at 0.3073 hartree. The HOMO energy comes out at -8.8 eV.

Last column: Löwdin charge in e.
Atoms and positions in Å:
N  -0.573  -3.886  2.336  0.243
B  -1.030  -2.620  1.882  -0.662
O  -0.433  -1.399  2.278  0.244
B  -1.416  -0.636  2.876  -0.287
O  -2.612  -0.454  2.150  0.264
B  -3.023  -1.693  1.760  -0.585
S  -4.681  -2.397  2.370  0.706
O  -4.623  -3.822  2.350  -0.244
O  -4.949  -1.744  3.610  -0.242
F  -5.751  -1.944  1.329  -0.133
O  -2.172  -2.482  1.057  0.294
H  -1.302  -4.343  2.877  0.108
H  0.180  -3.726  2.997  0.099
H  -1.302  -0.233  3.982  0.130
C  3.553  2.658  -2.766  -0.116
O  3.397  2.234  -1.426  -0.195
C  2.522  3.045  -0.653  -0.218
C  1.264  2.288  -0.287  -0.216
N  0.429  2.057  -1.458  -0.047
C  -0.692  1.151  -1.227  -0.187
C  -0.377  -0.299  -0.876  -0.216
O  0.223  -1.033  -1.927  -0.164
C  1.632  -0.935  -2.015  -0.095
H  4.337  2.049  -3.211  0.088
H  2.635  2.524  -3.348  0.080
H  3.856  3.708  -2.816  0.087
H  2.280  3.974  -1.176  0.122
H  3.052  3.307  0.268  0.121
H  0.696  2.873  0.443  0.123
H  1.573  1.350  0.196  0.109
H  1.003  1.677  -2.199  0.071
H  -1.289  1.144  -2.142  0.122
H  -1.324  1.574  -0.440  0.119
H  -1.331  -0.793  -0.680  0.118
H  0.213  -0.393  0.041  0.106
H  2.093  -0.796  -1.033  0.091
H  1.941  -0.120  -2.677  0.073
H  2.001  -1.866  -2.445  0.088

2.
Computed, not measured: one molecule with the formula C6H10, with wB97M-V/def2-TZVPD.

The gap between HOMO and LUMO comes out at 0.4082 hartree. Its SMILES is C1C[C@@H]2C[C@@H]2C1. For the relative energy (zero: lowest compared OMol25 entry of this formula, charge and spin), the calculation gives 40.31 kJ/mol. The HOMO energy comes out at -9.9 eV.

Last column: Löwdin charge in e.
Atoms and positions in Å:
C  1.094  0.462  -1.097  -0.085
C  0.287  -0.782  -0.855  -0.262
C  0.132  -1.275  0.563  -0.169
C  -0.284  -0.030  1.377  -0.175
C  -0.909  0.990  0.369  -0.151
C  -0.403  0.545  -1.004  -0.250
H  1.659  0.905  -0.277  0.107
H  1.570  0.556  -2.068  0.098
H  0.279  -1.527  -1.645  0.131
H  -0.643  -2.051  0.599  0.109
H  1.065  -1.726  0.918  0.108
H  0.609  0.430  1.812  0.098
H  -0.913  -0.313  2.231  0.102
H  -0.550  2.000  0.613  0.104
H  -2.005  1.059  0.359  0.104
H  -0.989  0.757  -1.895  0.130

3.
Computed, not measured: C20H27F4N3OOsSi as an isolated structure, with wB97M-V/def2-TZVPD.

The gap between HOMO and LUMO (spin up / spin down) comes out at 0.3107 / 0.2073 hartree. Its multiplicity is 5. Its expectation value of S² is 6.046. For the relative energy (zero: lowest compared OMol25 entry of this formula, charge and spin), the calculation gives 22.80 kJ/mol. The HOMO energy (spin up / spin down) comes out at -14.2 / -14.4 eV. As for the total charge: +2.

Last column: Löwdin spin population.
Atoms and positions in Å:
Os  0.215  0.393  -0.582  2.411
C  -2.013  1.599  1.098  0.028
N  -1.451  1.644  -0.281  0.036
C  -2.553  1.398  -1.251  0.028
C  -0.864  2.994  -0.556  0.010
C  0.343  3.269  0.325  0.053
N  1.101  2.028  0.495  0.475
C  2.266  2.000  1.172  0.045
C  2.785  0.729  1.526  0.094
F  2.045  -0.353  1.216  0.064
C  3.970  0.569  2.192  -0.004
F  4.392  -0.654  2.479  -0.012
C  4.713  1.680  2.572  0.152
C  4.231  2.941  2.267  -0.009
F  4.915  4.012  2.619  -0.015
C  3.036  3.116  1.592  0.109
F  2.631  4.347  1.326  0.037
H  -2.757  2.392  1.204  0.004
H  -1.224  1.735  1.834  0.003
H  -2.492  0.636  1.248  0.002
H  -3.298  2.191  -1.160  0.002
H  -3.007  0.436  -1.029  0.002
H  -2.151  1.398  -2.264  0.007
H  -1.629  3.759  -0.406  -0.001
H  -0.582  3.008  -1.611  0.003
H  0.040  3.614  1.318  0.018
H  0.941  4.065  -0.116  0.012
H  5.646  1.563  3.108  0.007
C  -0.703  -2.311  -2.390  0.077
Si  -0.851  -1.903  -0.560  0.174
C  0.124  -3.027  0.579  0.005
C  -2.620  -1.855  0.004  0.028
C  -3.676  -2.101  -0.881  0.012
C  -4.985  -2.172  -0.426  0.001
C  -5.264  -1.985  0.920  0.013
C  -4.230  -1.743  1.819  -0.001
C  -2.925  -1.688  1.363  0.010
H  -0.815  -3.393  -2.514  0.013
H  0.244  -2.020  -2.844  0.003
H  -1.503  -1.829  -2.955  0.000
H  0.126  -4.040  0.167  0.001
H  -0.388  -3.083  1.541  0.000
H  1.155  -2.740  0.771  0.001
H  -3.487  -2.250  -1.937  0.001
H  -5.787  -2.381  -1.121  0.000
H  -6.284  -2.042  1.274  0.001
H  -4.447  -1.616  2.871  0.000
H  -2.128  -1.538  2.087  0.000
C  3.078  -2.133  -1.436  0.003
C  2.874  -0.762  -1.981  0.013
N  3.773  -0.269  -2.813  0.003
O  1.881  -0.044  -1.683  0.082
H  3.731  -2.720  -2.076  0.000
H  2.119  -2.633  -1.335  0.000
H  3.535  -2.062  -0.447  0.000
H  4.554  -0.823  -3.123  0.000
H  3.652  0.653  -3.205  0.000